No. 1
DFT (ωB97M-V with the def2-TZVPD basis set) results for one molecule with the formula C30H20F6O2.

XYZ file:
```
58
C30H20F6O2 ωB97M-V with the def2-TZVPD basis set
O 2.737 -5.396 4.957
C 1.986 -5.767 4.046
C 2.569 -6.770 3.065
C 1.912 -7.813 2.375
C 2.603 -8.622 1.459
C 3.959 -8.420 1.213
C 4.645 -7.454 1.957
C 3.965 -6.688 2.897
C 0.575 -5.233 3.765
C -0.244 -5.137 5.090
O 0.166 -4.670 6.159
C -1.718 -5.534 5.066
C -2.341 -6.548 4.294
C -3.742 -6.704 4.313
C -4.540 -5.901 5.112
C -3.932 -5.003 6.000
C -2.542 -4.864 5.996
C 0.674 -3.734 3.147
C 1.568 -3.565 1.962
C 2.965 -3.557 2.182
C 3.882 -3.791 1.162
C 3.391 -4.025 -0.120
C 4.283 -4.611 -1.176
F 3.631 -5.606 -1.843
F 5.439 -5.132 -0.664
F 4.678 -3.720 -2.132
C 2.064 -3.741 -0.430
C 1.169 -3.430 0.600
C -0.700 -3.180 2.956
C -1.538 -3.786 2.019
C -2.913 -3.524 2.065
C -3.428 -2.665 3.015
C -4.905 -2.517 3.151
F -5.257 -2.293 4.455
F -5.381 -1.453 2.447
F -5.599 -3.615 2.726
C -2.606 -1.916 3.847
C -1.239 -2.196 3.840
H 0.844 -7.994 2.521
H 2.059 -9.379 0.886
H 4.480 -9.043 0.494
H 5.705 -7.247 1.748
H 4.537 -5.950 3.472
H 0.072 -5.941 3.039
H -1.756 -7.199 3.649
H -4.225 -7.424 3.640
H -5.630 -6.008 5.092
H -4.547 -4.354 6.636
H -2.101 -4.144 6.695
H 1.144 -3.407 4.047
H 3.368 -3.401 3.196
H 4.967 -3.861 1.340
H 1.768 -3.787 -1.475
H 0.171 -3.092 0.312
H -1.161 -4.489 1.267
H -3.605 -4.012 1.388
H -3.074 -1.193 4.527
H -0.612 -1.604 4.531
```

For the lowest unoccupied orbital energy, the calculation gives -0.40 eV. Its SMILES is O=C(c1ccccc1)C(C(=O)c1ccccc1)C(c1ccc(C(F)(F)F)cc1)c1ccc(C(F)(F)F)cc1. The HOMO-LUMO gap is 0.335 Ha.

=====

No. 2
DFT (ωB97M-V with the def2-TZVPD basis set) results for a 3-piece molecular cluster, C30H21BrN4O4PS overall.

XYZ file:
```
62
C30H21BrN4O4PS ωB97M-V with the def2-TZVPD basis set
S -4.177 6.178 0.014
P -3.943 8.108 -0.232
C -5.692 8.868 -0.212
N -6.822 8.056 -0.531
C -7.885 9.028 -0.343
N -9.147 8.620 -0.527
Br -9.404 6.818 -0.976
N -7.348 10.283 0.030
N -5.988 10.220 0.138
H -3.251 8.726 0.880
H -3.259 8.418 -1.470
H -9.912 9.288 -0.404
H -7.874 11.134 0.245
H -5.325 10.953 0.415
C -3.948 1.001 -1.853
C -3.957 2.044 -0.930
C -2.789 2.396 -0.266
C -1.608 1.698 -0.514
C -1.604 0.637 -1.420
C -2.775 0.298 -2.098
C -0.368 -0.145 -1.656
O -0.364 -1.069 -2.450
C 0.858 0.209 -0.905
C 2.013 -0.554 -1.074
C 3.173 -0.222 -0.383
C 3.186 0.878 0.471
C 2.036 1.638 0.646
C 0.866 1.299 -0.034
C -0.364 2.093 0.187
O -0.356 3.054 0.937
H -4.859 0.732 -2.378
H -4.877 2.585 -0.730
H -2.801 3.213 0.448
H -2.775 -0.517 -2.814
H 2.010 -1.410 -1.740
H 4.068 -0.821 -0.512
H 4.093 1.140 1.004
H 2.050 2.490 1.317
C 1.093 -6.773 -1.289
C 1.256 -5.402 -1.473
C 2.319 -4.740 -0.871
C 3.218 -5.446 -0.072
C 3.041 -6.815 0.131
C 1.982 -7.479 -0.489
C 3.959 -7.568 1.017
O 3.808 -8.764 1.193
C 5.059 -6.842 1.692
C 5.897 -7.524 2.574
C 6.940 -6.854 3.202
C 7.156 -5.502 2.946
C 6.320 -4.817 2.073
C 5.264 -5.483 1.451
C 4.358 -4.735 0.550
O 4.543 -3.551 0.328
H 0.268 -7.290 -1.767
H 0.554 -4.849 -2.088
H 2.444 -3.674 -1.022
H 1.848 -8.546 -0.345
H 5.736 -8.578 2.775
H 7.587 -7.386 3.891
H 7.975 -4.982 3.431
H 6.490 -3.763 1.880
```

For the lowest unoccupied orbital energy, the calculation gives -4.30 eV. As for the net charge: +1. The HOMO-LUMO gap is 0.232 Ha.

=====

No. 3
DFT (ωB97M-V with the def2-TZVPD basis set) results for C30H21BrN6O4ReSSe2 as an isolated structure.

XYZ file:
```
66
C30H21BrN6O4ReSSe2 ωB97M-V with the def2-TZVPD basis set
Re -0.151 0.224 -0.043
O -7.014 -0.150 4.098
C -5.681 -0.085 4.236
O -5.173 0.146 5.294
C -4.845 -0.284 3.002
C -3.629 -0.944 3.152
C -2.749 -1.028 2.092
C -3.068 -0.432 0.881
C -4.302 0.181 0.704
C -5.191 0.253 1.769
N -2.093 -0.404 -0.185
C -2.514 -0.778 -1.361
C -1.664 -0.466 -2.473
C -2.019 -0.664 -3.805
C -1.191 -0.181 -4.796
C -0.030 0.501 -4.431
C 0.275 0.643 -3.097
N -0.508 0.152 -2.117
H -7.266 -0.461 3.220
H -3.374 -1.364 4.116
H -1.800 -1.526 2.210
H -4.561 0.633 -0.242
H -6.131 0.773 1.637
H -3.495 -1.217 -1.496
H -2.941 -1.178 -4.041
H -1.444 -0.315 -5.838
H 0.636 0.911 -5.177
H 1.177 1.151 -2.777
Br -2.555 2.725 -1.389
C -0.970 3.295 -0.581
C -0.825 4.675 -0.425
C 0.321 5.178 0.142
C 1.331 4.286 0.487
C 1.113 2.945 0.281
N -0.043 2.408 -0.207
C 2.281 2.039 0.450
O 3.323 2.278 0.948
O 2.022 0.826 -0.212
H -1.621 5.327 -0.753
H 0.448 6.242 0.281
H 2.281 4.612 0.886
Se 0.309 -2.743 2.601
Se 1.778 -0.964 2.539
C 0.499 0.376 3.020
C 0.433 0.832 4.326
C -0.537 1.760 4.672
C -1.414 2.193 3.693
C -1.278 1.704 2.409
N -0.330 0.816 2.053
C 0.168 -3.037 0.706
C 0.147 -4.388 0.376
C 0.287 -4.774 -0.941
C 0.530 -3.783 -1.879
C 0.496 -2.469 -1.474
N 0.232 -2.053 -0.211
H 1.130 0.446 5.057
H -0.614 2.122 5.687
H -2.209 2.890 3.916
H -1.964 2.003 1.629
H 0.086 -5.127 1.163
H 0.282 -5.820 -1.216
H 0.745 -4.019 -2.911
H 0.706 -1.701 -2.199
S 3.283 0.067 -1.044
C 4.183 -0.646 0.193
N 4.883 -1.129 0.970
```

For the lowest unoccupied orbital energy (spin up / spin down), the calculation gives -6.64 / -6.90 eV. As for the net charge: +2. Its energy above the lowest of the compared OMol25 structures with the same formula, charge and spin is 1.283 eV. The HOMO-LUMO gap (spin up / spin down) is 0.251 / 0.219 Ha. As for the spin multiplicity: 2.

=====

No. 4
DFT (ωB97M-V with the def2-TZVPD basis set) results for C30H21F10N4OPtSSe as an isolated structure.

XYZ file:
```
69
C30H21F10N4OPtSSe ωB97M-V with the def2-TZVPD basis set
Pt -0.056 0.740 -0.493
C 2.385 0.489 -3.112
N 1.736 -0.078 -1.940
C 2.665 -0.231 -0.819
C 2.927 1.119 -0.167
N 1.678 1.734 0.244
C 1.514 3.084 0.140
C 0.779 3.759 1.152
F 0.394 3.043 2.210
C 0.480 5.100 1.126
F -0.208 5.667 2.120
C 0.975 5.896 0.104
F 0.717 7.213 0.066
C 1.758 5.310 -0.869
F 2.273 6.072 -1.846
C 2.016 3.952 -0.852
F 2.753 3.473 -1.883
C 1.002 -1.300 -2.263
C -0.305 -0.971 -2.977
N -1.069 0.007 -2.227
C -1.778 0.975 -2.864
C -1.504 1.588 -4.107
F -0.398 1.248 -4.819
C -2.302 2.571 -4.663
F -1.967 3.099 -5.851
C -3.444 3.007 -4.028
F -4.217 3.961 -4.574
C -3.793 2.407 -2.825
F -4.953 2.730 -2.247
C -2.993 1.432 -2.281
F -3.422 0.814 -1.181
H 3.159 -0.192 -3.499
H 2.850 1.438 -2.861
H 1.653 0.677 -3.893
H 3.621 -0.684 -1.128
H 2.189 -0.875 -0.081
H 3.510 1.756 -0.835
H 3.543 0.948 0.729
H 0.758 -1.795 -1.326
H 1.599 -1.987 -2.886
H -0.891 -1.900 -3.035
H -0.102 -0.658 -4.002
Se -1.631 0.840 1.365
C -2.370 2.457 1.032
N -2.885 3.475 0.846
O 0.178 -1.712 0.793
S 0.013 -1.619 2.262
C -1.549 -2.461 2.619
C -2.297 -2.089 3.723
C -3.549 -2.656 3.916
C -4.043 -3.576 3.003
C -3.287 -3.933 1.894
C -2.040 -3.365 1.694
C 1.102 -2.941 2.885
C 1.355 -3.095 4.239
C 2.280 -4.038 4.658
C 2.976 -4.796 3.726
C 2.734 -4.621 2.370
C 1.795 -3.692 1.950
H -1.916 -1.348 4.416
H -4.151 -2.351 4.761
H -5.026 -4.006 3.146
H -3.677 -4.632 1.165
H -1.451 -3.595 0.814
H 0.836 -2.475 4.961
H 2.478 -4.172 5.714
H 3.711 -5.520 4.054
H 3.291 -5.190 1.636
H 1.592 -3.526 0.900
```

For the lowest unoccupied orbital energy, the calculation gives 2.12 eV. As for the net charge: -1. Its energy above the lowest of the compared OMol25 structures with the same formula, charge and spin is 2.287 eV. The HOMO-LUMO gap is 0.217 Ha.

=====

Let's list F_max in order: 2.8 6.7 1.1 2.7 eV Å⁻¹.
Let's list DFT total energy in order: -51834.8114 -135758.9408 -262267.6564 -146059.5389 eV.